1.
{"formula": "C5H12N2O", "method": "ωB97M-V/def2-TZVPD", "symbols": ["H", "O", "C", "N", "H", "H", "C", "H", "H", "C", "H", "H", "C", "H", "H", "H", "C", "H", "N", "H"], "positions_angstrom": [[-2.677732, 1.658280, -0.014486], [-1.707953, -1.745376, -0.547072], [1.483180, -1.674384, 0.098802], [-1.680380, 1.796750, 0.106879], [2.134232, -2.337566, -0.470919], [1.929579, -1.499307, 1.075146], [-1.011961, 0.524561, 0.269144], [2.273677, 0.130698, -0.776048], [2.094803, 1.770087, 1.145199], [0.485456, 0.717321, 0.305029], [0.529608, -2.173821, 0.253454], [-1.357736, 0.063240, 1.203283], [1.027289, 1.612563, 1.113897], [-0.965167, -0.253050, -1.718135], [0.946831, -0.519316, -1.655331], [-1.329599, 2.283072, -0.711004], [1.308207, -0.353863, -0.638698], [0.421725, 2.220345, 1.770048], [-1.409451, -0.382944, -0.815050], [-2.494608, -1.837289, 0.005861]], "forces_ev_per_a": [[0.114, -0.060, -0.047], [1.328, -0.364, -0.062], [-0.065, 0.033, -0.049], [-0.008, 0.373, 0.346], [0.008, -0.079, 0.024], [0.104, -0.009, 0.054], [-0.228, -0.780, -0.705], [0.276, -0.093, 0.056], [0.180, -0.023, 0.031], [0.638, -1.820, -1.649], [-0.053, -0.037, -0.062], [0.015, -0.022, -0.174], [0.485, -0.141, -0.290], [-0.146, -0.680, 0.512], [-0.364, 0.251, 0.311], [0.020, -0.025, 0.071], [0.074, 2.081, 1.800], [-0.128, 0.040, -0.052], [-2.125, 0.530, 0.244], [-0.126, 0.826, -0.359]], "mulliken_charge": [0.272, -0.423, -1.102, -0.647, 0.341, 0.316, 0.029, 0.399, 0.329, 0.390, 0.287, 0.384, -1.102, 0.312, 0.269, 0.245, -0.528, 0.321, -0.409, 0.319], "smiles": "C=C(CC)[C@@H](N)NO", "gap_ev": 9.24, "e_lumo_ev": 0.95, "total_energy_ha": -382.34940}

***

2.
{"formula": "C3H13O5", "method": "ωB97M-V/def2-TZVPD", "symbols": ["H", "H", "H", "O", "H", "H", "O", "H", "H", "O", "C", "H", "O", "H", "H", "H", "C", "H", "C", "H", "O"], "positions_angstrom": [[0.024761, -2.220546, -0.991094], [0.352769, 1.054910, -1.147566], [0.542977, -0.913641, -1.765238], [1.985367, -0.879192, 1.049949], [-1.763865, 1.271742, 1.733399], [0.976442, 0.804401, -3.000273], [-0.753589, -1.427858, 1.328062], [-1.861459, 1.504987, 0.003410], [0.293370, 2.297515, 1.414605], [0.669219, 1.704445, -0.420147], [-1.476071, -0.550704, 0.464667], [1.781762, -1.315383, 0.190518], [0.332553, 0.242933, -2.560562], [0.165548, -1.236473, 1.206286], [2.100140, 0.058492, 0.815852], [-1.106101, -0.694830, -0.539104], [0.095379, 1.401320, 0.831592], [-2.511940, -0.895578, 0.467144], [-1.355140, 0.922408, 0.776813], [0.671273, 0.619334, 1.331152], [0.836604, -1.748282, -1.189464]], "forces_ev_per_a": [[0.096, -0.202, 0.126], [0.554, 0.413, -0.102], [0.890, 0.013, -0.468], [0.792, 0.080, 0.128], [-0.427, -0.667, 0.053], [0.102, -0.269, 0.092], [-1.773, 0.108, 0.265], [-0.106, -0.070, -0.102], [-0.702, 0.267, 0.385], [-0.296, -0.523, -0.290], [-0.038, -0.498, 0.214], [-0.151, 0.093, -0.282], [-0.736, 0.277, 0.201], [1.332, 0.139, 0.025], [0.147, -0.638, -0.162], [-0.063, 0.147, -0.467], [0.617, -0.091, -0.465], [-0.075, 0.138, 0.159], [0.391, 1.315, 0.557], [-0.445, 0.275, 0.239], [-0.107, -0.307, -0.106]], "mulliken_charge": [0.293, 0.507, 0.463, -0.833, 0.357, 0.168, -0.563, 0.284, 0.322, -0.583, -0.255, 0.443, -1.053, 0.498, 0.361, 0.011, -0.597, 0.322, -0.623, 0.302, -0.823], "gap_ev": 8.76, "e_lumo_ev": 3.92, "total_energy_ha": -498.32873, "charge": -1}

***

3.
{"formula": "C18H24N6", "method": "ωB97M-V/def2-TZVPD", "symbols": ["H", "C", "C", "C", "C", "C", "H", "H", "H", "N", "H", "H", "N", "N", "H", "C", "H", "C", "H", "N", "C", "C", "H", "H", "N", "H", "H", "C", "C", "C", "N", "H", "H", "H", "H", "H", "C", "H", "C", "H", "C", "H", "C", "C", "H", "H", "C", "H"], "positions_angstrom": [[-3.833080, 14.159020, 16.233950], [0.960660, 9.182750, 11.971930], [-0.620200, 9.371480, 16.325570], [-2.917660, 12.656780, 20.737470], [-3.323310, 13.279280, 16.626770], [-1.245960, 7.237110, 16.162000], [6.915870, 5.053780, 13.734530], [-1.760880, 14.215290, 21.711270], [4.324800, 6.065310, 16.964130], [-1.504170, 8.433330, 16.729110], [1.292800, 9.036390, 15.199930], [-3.012700, 10.742390, 19.557500], [-4.198350, 8.258050, 18.250710], [2.738800, 8.211050, 10.220200], [-3.821410, 12.431620, 16.156170], [-5.212020, 7.938380, 18.781350], [1.569370, 9.302410, 12.868160], [5.574280, 6.796930, 14.106310], [-3.460690, 13.275040, 17.708070], [-1.785740, 13.323420, 21.237940], [6.208870, 5.594420, 14.346290], [5.659190, 5.137050, 15.535830], [5.829990, 7.318250, 13.195680], [0.218240, 8.402150, 12.138000], [-0.694380, 13.232930, 16.199190], [-2.342940, 8.622820, 17.258880], [5.881700, 4.223330, 16.066870], [-2.476910, 11.507380, 20.099830], [-1.095900, 11.563520, 20.055760], [-1.902100, 13.271870, 16.339190], [4.862470, 6.128550, 16.111480], [0.539440, 6.608040, 14.950800], [-0.747510, 10.397180, 16.638840], [3.887920, 7.805670, 15.398560], [-7.213520, 8.075420, 19.113800], [-6.588300, 6.432170, 19.467380], [1.929490, 8.645290, 10.968750], [-0.405200, 10.948380, 19.498140], [-0.039540, 7.346310, 15.485720], [-6.134540, 7.918590, 20.501090], [-0.658570, 12.626390, 20.912980], [0.593760, 10.183120, 11.742250], [4.638240, 7.059040, 15.184200], [0.389790, 8.627210, 15.628350], [-1.814580, 6.382790, 16.498450], [0.351530, 12.954810, 21.108510], [-6.383520, 7.501180, 19.525450], [-3.828210, 13.039280, 21.174490]], "forces_ev_per_a": [[0.299, 0.180, -0.042], [1.451, -0.617, -0.291], [1.805, -1.278, -0.147], [0.893, 0.618, 1.436], [-0.511, 0.135, -0.101], [0.433, -0.945, 0.645], [-0.104, 0.151, 0.029], [-0.331, -0.361, 0.004], [0.136, -0.306, -0.256], [-0.813, 0.530, -0.546], [-0.058, 0.149, 0.046], [-0.524, 0.202, 0.283], [-3.577, -1.029, 1.879], [-2.890, 1.503, 2.582], [0.133, -0.216, 0.246], [4.106, 0.588, -2.528], [-0.268, -0.128, 0.247], [-1.754, 1.554, 0.437], [-0.059, -0.237, 0.011], [0.001, -0.869, -0.218], [-1.073, -1.113, 1.763], [1.052, -0.188, 1.258], [-0.712, 0.614, 0.184], [-0.251, 0.467, 0.115], [-6.905, 0.259, 0.650], [-0.271, -0.115, 0.131], [-0.025, 0.151, 0.151], [-0.843, 0.802, -0.812], [2.431, 1.334, 2.014], [7.058, -0.196, -0.695], [0.056, -2.327, -0.868], [-0.337, -0.323, 0.146], [0.333, -0.040, -0.151], [0.327, 0.288, -0.382], [-0.309, -0.097, 0.145], [0.239, -0.008, 0.147], [2.202, -0.861, -2.280], [-0.181, -0.281, 0.197], [-0.528, -1.756, 0.013], [-0.553, -0.423, 0.667], [-0.893, -1.213, -2.413], [-0.259, -0.372, -0.357], [2.036, 1.190, -2.314], [-0.567, 3.772, 0.326], [-0.050, -0.012, -0.407], [-0.209, 0.182, 0.062], [0.244, 1.074, -0.384], [-0.386, -0.433, -0.623]], "mulliken_charge": [0.398, -0.416, -0.925, -0.910, -0.872, -0.463, 0.391, 0.190, 0.235, 0.262, 0.505, 0.394, 0.397, -0.433, 0.297, -0.626, 0.003, -0.380, 0.103, 0.069, -0.260, -0.489, 0.367, 0.238, -0.491, 0.356, 0.365, -0.288, -0.130, 0.494, -0.007, 0.438, 0.471, 0.358, 0.523, 0.843, 0.288, 0.448, -0.719, 0.497, -0.743, 0.319, -0.574, -0.207, 0.373, 0.372, -2.573, 0.512], "s_squared": 0.750, "spin_multiplicity": 2, "gap_ev": [2.00, 8.13], "e_lumo_ev": [2.51, 2.49], "total_energy_ha": -1028.67578, "charge": -1}